Record 1
{
  "formula": "C3H10N2O2",
  "method": "wB97M-V/def2-TZVPD",
  "smiles": "CCNC(N)=O.O",
  "max_force_ev_per_a": 1.93,
  "de_lowest_kcal_mol": 12.5,
  "lumo_ev": 0.6,
  "symbols": ["C", "C", "N", "C", "N", "O", "H", "H", "H", "H", "H", "H", "H", "H", "O", "H", "H"],
  "coordinates": [[1.031, 1.245, -2.070], [0.897, 1.726, -0.595], [0.013, 0.798, 0.139], [0.247, -0.321, 0.879], [1.450, -0.998, 0.683], [-0.648, -0.854, 1.510], [0.526, 0.301, -2.246], [2.086, 1.115, -2.311], [0.648, 2.009, -2.743], [1.882, 1.749, -0.148], [0.448, 2.713, -0.564], [-0.814, 1.255, 0.511], [1.405, -1.852, 1.223], [2.332, -0.542, 0.752], [-2.760, -1.473, -0.252], [-1.899, -1.243, -0.603], [-2.694, -1.128, 0.649]],
  "forces_ev_per_angstrom": [[0.5, 0.6, 0.3], [-0.2, -1.8, -0.7], [-0.6, 1.6, 0.8], [0.7, -0.7, -1.0], [-0.7, -0.3, 0.3], [-0.2, 0.2, 0.5], [-0.1, 0.0, 0.1], [0.0, -0.1, -0.1], [-0.1, -0.1, -0.1], [0.2, 0.2, 0.3], [0.0, 0.0, 0.2], [0.1, -0.2, -0.2], [0.2, 0.1, 0.0], [0.4, 0.6, -0.1], [-0.3, 0.2, 0.1], [0.2, -0.1, -0.1], [0.1, -0.2, -0.1]],
  "lowdin_charge": [-0.08, -0.21, 0.05, -0.62, 0.16, 0.03, 0.07, 0.06, 0.06, 0.10, 0.11, 0.14, 0.10, 0.08, -0.07, 0.00, 0.02]
}

Record 2
{
  "formula": "C4H6N2O",
  "method": "wB97M-V/def2-TZVPD",
  "smiles": "[H]/N=C1\\C=CNC1=O.[H][H]",
  "max_force_ev_per_a": 0.47,
  "de_lowest_kcal_mol": 48.1,
  "lumo_ev": -0.3,
  "symbols": ["H", "N", "C", "C", "C", "N", "C", "O", "H", "H", "H", "H", "H"],
  "coordinates": [[2.455, 0.380, 0.732], [1.688, 0.912, 0.313], [0.604, 0.257, 0.414], [0.269, -1.048, 0.994], [-1.028, -1.279, 0.732], [-1.617, -0.229, 0.029], [-0.702, 0.789, -0.194], [-0.916, 1.833, -0.758], [0.946, -1.696, 1.534], [-1.627, -2.142, 0.995], [-2.574, -0.187, -0.283], [1.466, 0.934, -2.427], [0.936, 1.416, -2.228]],
  "forces_ev_per_angstrom": [[0.0, 0.1, 0.0], [-0.3, -0.3, 0.2], [0.3, 0.2, 0.0], [-0.1, -0.1, 0.0], [0.1, 0.0, 0.0], [-0.1, 0.1, 0.0], [-0.1, 0.2, -0.2], [0.1, -0.4, 0.2], [-0.1, 0.1, -0.1], [0.1, 0.1, 0.0], [0.1, 0.0, 0.1], [0.0, 0.0, -0.1], [0.1, 0.0, -0.1]],
  "lowdin_charge": [0.07, 0.17, -0.32, -0.04, -0.08, 0.09, -0.42, 0.08, 0.10, 0.12, 0.15, 0.04, 0.03]
}

Record 3
{
  "formula": "H12IO6",
  "method": "wB97M-V/def2-TZVPD",
  "max_force_ev_per_a": 2.06,
  "charge": -1,
  "de_lowest_kcal_mol": 21.8,
  "lumo_ev": 3.1,
  "symbols": ["I", "O", "H", "H", "O", "H", "H", "O", "H", "H", "O", "H", "H", "O", "H", "H", "O", "H", "H"],
  "coordinates": [[0.403, 1.725, 0.749], [-2.736, 0.183, -0.427], [-2.105, 0.921, -0.383], [-2.663, -0.354, -1.263], [0.105, -1.972, 0.254], [0.799, -2.216, 0.839], [0.162, -1.021, 0.218], [-1.509, 3.076, -1.844], [-0.716, 3.163, -1.261], [-1.216, 3.640, -2.568], [2.312, -1.383, 1.525], [2.042, -0.455, 1.709], [1.963, -1.932, 2.257], [2.500, -0.012, -2.012], [2.158, 0.219, -1.159], [2.615, -0.951, -2.017], [-1.733, -0.902, 2.015], [-1.224, -0.137, 1.735], [-1.150, -1.593, 1.629]],
  "forces_ev_per_angstrom": [[0.4, 0.0, 0.1], [-0.6, -0.8, -1.0], [0.0, -0.5, -0.7], [0.4, 1.4, 1.4], [-1.5, -1.0, -1.0], [1.1, -0.1, 0.3], [0.1, 0.9, -0.2], [1.1, 0.6, 0.2], [-0.8, -0.6, 0.0], [-0.4, -0.1, -0.3], [0.3, -0.1, 1.0], [-0.1, -0.5, -0.1], [0.4, 0.8, -0.3], [0.5, 0.6, -1.1], [-0.5, 0.3, 0.9], [0.0, -0.8, 0.2], [0.7, -1.0, 0.5], [-0.2, 0.7, 0.0], [-0.9, 0.3, 0.1]],
  "lowdin_charge": [0.07, -0.13, -0.07, 0.06, -0.09, -0.02, -0.08, -0.14, -0.10, 0.01, -0.12, -0.03, 0.06, -0.07, -0.08, 0.01, -0.14, -0.14, 0.00]
}

Record 4
{
  "formula": "C27H62N2O5",
  "method": "wB97M-V/def2-TZVPD",
  "smiles": "CC1(C)CCCC(C)(C)N1O.CC1(C)CCCC(C)(C)N1O.CC(C)O.CC(C)O.CC(C)O",
  "max_force_ev_per_a": 3.34,
  "de_lowest_kcal_mol": 77.2,
  "lumo_ev": 0.4,
  "symbols": ["C", "C", "C", "C", "C", "C", "C", "C", "C", "N", "O", "H", "H", "H", "H", "H", "H", "H", "H", "H", "H", "H", "H", "H", "H", "H", "H", "H", "H", "H", "C", "C", "C", "C", "C", "C", "C", "C", "C", "N", "O", "H", "H", "H", "H", "H", "H", "H", "H", "H", "H", "H", "H", "H", "H", "H", "H", "H", "H", "H", "C", "C", "C", "O", "H", "H", "H", "H", "H", "H", "H", "H", "C", "C", "C", "O", "H", "H", "H", "H", "H", "H", "H", "H", "C", "C", "C", "O", "H", "H", "H", "H", "H", "H", "H", "H"],
  "coordinates": [[-1.671, 4.696, -6.242], [-2.274, 5.291, -4.940], [-3.537, 4.417, -4.608], [-1.240, 5.133, -3.792], [-0.113, 6.050, -3.819], [-0.660, 7.468, -3.792], [-1.757, 7.823, -4.861], [-2.382, 9.106, -4.248], [-1.185, 8.180, -6.189], [-2.712, 6.735, -4.919], [-3.744, 6.987, -5.798], [-2.187, 5.253, -7.024], [-0.632, 5.024, -6.205], [-1.703, 3.609, -6.305], [-4.394, 4.670, -5.232], [-3.291, 3.362, -4.731], [-3.842, 4.482, -3.564], [-1.757, 5.168, -2.833], [-0.807, 4.141, -3.920], [0.454, 5.984, -2.890], [0.538, 5.900, -4.680], [0.207, 8.113, -3.936], [-1.064, 7.637, -2.793], [-2.967, 8.952, -3.342], [-2.943, 9.687, -4.980], [-1.535, 9.766, -4.062], [-0.497, 9.010, -6.029], [-1.918, 8.523, -6.919], [-0.440, 7.495, -6.595], [-4.441, 7.494, -5.376], [3.169, -3.164, 9.061], [1.882, -2.440, 9.534], [2.271, -1.003, 10.073], [1.099, -2.387, 8.233], [-0.313, -2.026, 8.491], [-0.888, -3.129, 9.322], [-0.144, -3.315, 10.681], [-0.530, -2.346, 11.803], [-0.749, -4.782, 11.147], [1.249, -3.278, 10.520], [1.863, -3.508, 11.735], [3.517, -2.733, 8.122], [4.093, -3.153, 9.640], [3.075, -4.227, 8.838], [3.029, -0.439, 9.528], [1.428, -0.410, 10.427], [2.928, -1.180, 10.925], [1.516, -1.625, 7.575], [1.128, -3.374, 7.771], [-0.503, -1.087, 9.010], [-0.590, -2.077, 7.438], [-0.808, -3.993, 8.663], [-1.926, -2.845, 9.499], [-0.205, -2.800, 12.739], [-1.595, -2.132, 11.719], [-0.056, -1.365, 11.799], [-1.733, -4.803, 11.615], [-0.242, -5.109, 12.054], [-0.586, -5.564, 10.405], [2.084, -4.441, 11.693], [-1.675, -2.178, 1.012], [-1.693, -2.374, -0.502], [-1.848, -3.839, -0.929], [-2.859, -1.610, -0.908], [-2.626, -2.433, 1.481], [-1.504, -1.107, 1.116], [-0.931, -2.835, 1.461], [-0.816, -1.912, -0.954], [-2.082, -4.057, -1.971], [-2.716, -4.261, -0.422], [-1.014, -4.465, -0.612], [-2.820, -1.557, -1.865], [6.599, -0.676, -4.588], [5.359, -1.090, -3.723], [4.220, -1.596, -4.600], [5.858, -2.084, -2.845], [6.237, -0.041, -5.396], [6.901, -1.629, -5.025], [7.396, -0.174, -4.040], [5.066, -0.274, -3.063], [3.735, -0.894, -5.279], [3.390, -1.997, -4.018], [4.680, -2.259, -5.333], [5.972, -2.830, -3.439], [-0.919, -6.537, -8.133], [-0.991, -4.984, -8.068], [-0.594, -4.312, -9.337], [-2.323, -4.565, -7.773], [0.098, -6.678, -7.767], [-1.035, -7.045, -9.090], [-1.518, -6.857, -7.280], [-0.423, -4.613, -7.215], [-0.809, -3.263, -9.134], [-0.971, -4.745, -10.263], [0.489, -4.311, -9.464], [-2.801, -5.340, -7.470]],
  "forces_ev_per_angstrom": [[0.2, 2.1, 0.6], [-1.1, -0.5, 1.0], [0.6, 0.3, 0.3], [-1.3, -2.0, -0.5], [0.4, 2.0, 0.1], [0.2, -0.1, -0.9], [0.2, -0.1, 1.5], [0.2, 0.2, -0.9], [1.7, 1.0, -0.6], [0.3, -1.3, 1.9], [-0.3, 0.0, -1.9], [0.1, -0.6, -0.6], [0.2, -0.2, -0.7], [-0.3, 0.2, 0.0], [0.2, 0.0, -0.1], [0.0, 0.0, -0.3], [0.0, 0.5, 0.1], [0.0, 0.1, 0.1], [-0.4, -0.5, 0.2], [0.4, -0.4, -0.2], [0.1, -0.1, 0.0], [-0.2, 0.5, 0.1], [-0.1, 0.1, 0.0], [0.1, -0.2, -0.1], [-0.5, -0.2, -0.1], [0.0, 0.0, 0.5], [-0.2, 0.6, 0.1], [0.0, -0.4, 0.0], [-0.6, -0.8, -0.2], [0.1, -0.1, 0.7], [1.4, 0.0, -0.3], [3.0, 0.4, -0.2], [0.7, -1.2, 0.8], [0.4, 0.9, 1.4], [-0.1, -0.3, -0.7], [-0.1, 0.9, 0.1], [-3.1, -1.3, 0.2], [-0.7, 0.4, -0.2], [1.8, 0.9, 0.9], [-0.6, -1.6, -1.8], [1.1, 0.5, 0.4], [-0.2, 0.3, -0.2], [-0.3, 0.5, 0.9], [-0.8, -0.1, 0.1], [-0.7, 0.1, -1.1], [0.1, 0.1, -0.4], [-0.5, -0.3, 0.7], [0.5, -0.3, 0.0], [0.0, 0.0, -0.2], [0.3, 0.4, -0.6], [-1.7, 0.6, 0.2], [-0.3, -0.5, 0.6], [-0.2, -0.7, 0.3], [-0.6, 0.1, 0.1], [-0.2, -0.3, 0.6], [0.3, -0.1, -0.5], [-0.6, 0.6, -1.0], [0.9, 0.0, 0.0], [-0.3, 0.2, -0.1], [0.2, -0.1, 0.1], [0.3, -0.2, -0.7], [-1.4, -0.3, 0.0], [-0.4, -0.3, 0.6], [0.6, -0.3, -0.2], [-0.2, 0.0, -0.3], [0.3, -0.2, 0.7], [0.3, 0.4, 0.2], [0.2, -0.1, 0.0], [0.4, 0.5, -0.3], [-0.1, 0.1, 0.3], [0.3, 0.2, -0.1], [-0.2, 0.1, -0.2], [-1.8, 0.0, -0.1], [1.3, 1.3, -0.2], [0.1, 0.3, -0.3], [-0.7, -0.5, 0.0], [0.3, 0.2, -0.1], [0.6, 0.2, -0.1], [-0.1, -0.3, 0.1], [-0.2, 0.1, -0.1], [0.3, 0.8, 0.3], [0.3, -0.6, 0.0], [-0.3, -0.9, 0.3], [0.3, -0.6, 0.3], [1.3, 1.6, 1.4], [-1.1, -1.3, -0.4], [1.4, 0.8, 0.2], [-0.6, 0.0, -0.2], [0.2, -0.7, -0.3], [-0.5, 0.3, 0.2], [-0.3, -0.7, -0.4], [0.6, -0.2, -0.1], [-0.4, 0.1, -0.9], [-0.6, 0.3, 0.3], [0.3, -0.3, 0.1], [-0.2, 0.1, 0.1]],
  "lowdin_charge": [-0.02, -0.45, -0.03, -0.18, -0.21, -0.13, -0.52, -0.04, -0.04, -0.11, -0.02, 0.08, 0.06, 0.08, 0.07, 0.07, 0.07, 0.12, 0.12, 0.12, 0.11, 0.12, 0.12, 0.09, 0.08, 0.08, 0.08, 0.09, 0.08, 0.11, -0.06, -0.48, -0.01, -0.18, -0.21, -0.14, -0.47, -0.03, -0.02, -0.15, 0.02, 0.08, 0.07, 0.08, 0.08, 0.07, 0.07, 0.13, 0.13, 0.12, 0.12, 0.12, 0.12, 0.08, 0.08, 0.07, 0.07, 0.06, 0.07, 0.11, -0.06, -0.47, -0.07, -0.07, 0.08, 0.08, 0.08, 0.13, 0.07, 0.08, 0.07, 0.08, -0.05, -0.49, -0.06, -0.06, 0.07, 0.07, 0.08, 0.13, 0.08, 0.08, 0.08, 0.08, -0.04, -0.50, -0.07, -0.06, 0.07, 0.08, 0.07, 0.13, 0.08, 0.09, 0.08, 0.07]
}